[1]
ORCA calculation (the ωB97M-V functional and the def2-TZVPD basis) on C2H5N3OS in the gas phase at a distorted geometry.

XYZ file:
```
12
Properties=species:S:1:pos:R:3:forces:R:3
S 0.446 -1.110 -0.134 -0.6665 0.8173 -0.2244
O 0.089 1.683 -0.114 -0.0898 -1.5415 0.4780
N -2.339 -0.825 0.007 0.1403 -2.8797 1.8168
N 2.074 -0.865 0.025 0.3037 -0.2846 0.0331
N -1.714 0.365 -0.070 -3.3051 4.4573 1.4978
C 2.658 0.249 -0.075 0.8412 0.8252 1.6006
C -0.401 0.558 -0.078 1.8292 0.6878 -0.8724
H -2.476 -1.359 -0.863 0.4867 0.7462 0.5053
H -1.867 -1.406 0.766 -1.1756 0.5682 -1.4543
H 2.112 1.196 -0.221 0.5425 -0.4189 -0.2098
H -2.292 1.259 0.415 2.0672 -3.0693 -2.0266
H 3.711 0.253 0.341 -0.9738 0.0920 -1.1441
```
Forces are in eV/Å.

SMILES: C=NSC(=O)NN
HOMO level, eV: -9.19
Kohn-Sham gap, eV: 9.867
Energy relative to the best compared isomer or geometry (same formula, charge and spin), eV: 3.259

=====

[2]
ORCA calculation (the ωB97M-V functional and the def2-TZVPD basis) on 2 unconnected molecules or ions with the total composition C3H4ClF at a distorted geometry.

XYZ file:
```
9
Properties=species:S:1:pos:R:3:forces:R:3
Cl -2.688 0.343 -0.406 -0.5671 0.6469 -0.4459
F 1.059 1.338 0.841 0.3265 0.4987 0.8147
C 0.659 -0.159 -0.828 0.4015 0.1083 -1.2010
C -1.809 -0.633 0.603 0.4196 -0.4945 1.1686
C 1.306 0.173 0.256 0.8417 -0.8787 0.1121
H 2.112 -0.490 0.673 -1.0071 1.0984 0.1155
H 1.012 -1.062 -1.281 -0.3093 -0.4778 -0.2868
H 0.057 0.528 -1.420 -0.1089 -0.2706 0.4469
H -1.708 -0.038 1.562 0.0031 -0.2307 -0.7240
```
Forces are in eV/Å.

HOMO level, eV: -8.84
Kohn-Sham gap, eV: 8.200
Energy relative to the best compared isomer or geometry (same formula, charge and spin), eV: 4.182

=====

[3]
ORCA calculation (the ωB97M-V functional and the def2-TZVPD basis) on a molecular structure, C22H44GeN5O4S4SbSc at a distorted geometry.

XYZ file:
```
82
Properties=species:S:1:pos:R:3:forces:R:3
Sb 1.092 2.187 2.849 0.1656 0.0990 -0.8161
Ge 2.802 1.342 -0.261 0.3715 -0.9474 0.1091
Sc -1.084 1.012 0.172 -0.6588 -0.3793 -0.7135
S 1.359 0.294 1.174 0.2207 0.4440 -0.1599
S 3.031 3.302 2.738 0.0385 0.1648 -0.0748
S -0.692 3.052 1.553 0.1910 0.7365 0.3749
S 0.303 1.226 4.683 -0.2867 -0.3833 0.6976
O -1.164 -0.604 -0.958 0.1548 -0.0717 0.2892
O -5.062 0.054 0.948 0.2804 -0.3302 0.3330
O -3.234 1.182 0.426 0.5257 -0.3625 0.2443
O -1.203 2.283 -1.691 -0.0266 0.0690 0.3948
N -3.830 -4.506 0.661 0.1313 0.1552 -1.0560
N -1.660 0.138 2.242 -1.6062 0.2982 -0.3121
N -4.886 -3.178 2.193 -0.1561 -0.2290 0.0509
N -4.735 -2.484 -0.033 0.1316 -1.3355 0.6090
N -1.376 3.587 -1.456 0.4211 -0.0297 0.1565
C 7.566 -0.061 0.201 -0.0440 -0.2405 -0.2628
C -4.503 -3.373 0.937 0.1248 0.3470 -0.2564
C -0.875 -3.021 -1.012 0.7100 -1.6533 -0.1439
C -1.700 6.154 -0.447 -0.4003 0.2478 0.3222
C 5.693 1.546 -0.721 -0.0341 -1.1904 0.1911
C -2.617 4.098 -1.363 0.6529 0.7805 0.4992
C -0.943 -1.662 -3.133 1.0080 1.1312 -1.3159
C -0.296 4.330 -1.140 0.4076 -0.6826 -0.0442
C 4.100 -2.053 -3.472 0.3223 -0.0018 -0.7186
C 2.642 -1.280 -1.473 0.3288 -0.3017 0.2063
C -3.604 -0.753 3.530 -1.2951 0.7121 0.3794
C -5.130 -1.169 3.712 0.5683 1.6491 -1.0722
C -3.859 0.321 1.124 -0.0097 0.8392 -0.3982
C -2.786 5.349 -0.768 -0.1546 -0.7310 -0.1953
C 7.122 1.324 -0.193 0.5479 0.5398 -2.7347
C -3.012 -0.470 2.151 0.2298 -1.0268 -0.9630
C -5.759 -2.143 2.694 -0.8020 0.3728 1.1596
C 2.841 -2.253 -2.661 -0.5868 0.3018 0.1566
C 2.582 0.207 -1.838 0.2710 -0.4383 0.1877
C -0.450 5.625 -0.688 -0.0375 -0.5364 -0.3659
C 4.670 1.043 0.302 -0.1103 -1.0739 -0.1788
C -0.849 -1.689 -1.661 -0.3384 0.0794 0.2637
H -4.713 -3.937 2.823 0.3178 -0.1775 0.1843
H 4.802 1.419 1.307 0.1732 0.4043 0.1436
H 4.988 -2.292 -2.897 0.2228 0.1132 0.2762
H -6.615 -2.591 3.238 0.4018 -0.2022 -0.5037
H 1.695 0.505 -2.365 -0.7017 -0.1363 -0.3113
H -3.788 5.573 -0.447 -0.2371 0.4628 -0.3441
H 2.891 -3.248 -2.235 -0.1285 -0.3886 0.0911
H 4.876 -0.066 0.379 -0.7244 0.9620 -0.0110
H -1.857 7.140 0.041 0.2645 -0.9029 -0.4569
H -0.099 -2.192 -3.630 -0.4564 0.0341 0.4206
H 7.273 2.012 0.592 0.3035 0.7653 1.1417
H -5.307 -1.533 4.715 0.3577 -0.2080 0.2933
H -5.046 -1.542 0.200 -0.0546 0.6193 0.0408
H -1.852 -2.142 -3.527 -0.1481 0.1748 0.0163
H 0.462 6.093 -0.442 0.7197 0.8447 0.3502
H 1.713 -1.556 -0.918 0.8594 0.0443 -0.2563
H 0.123 -3.557 -1.095 -0.8095 0.5750 0.1442
H 4.216 -1.041 -3.876 -0.0799 -0.0671 0.1435
H 5.545 2.585 -0.995 0.0698 0.3200 0.1061
H 4.135 -2.725 -4.344 -0.1628 0.1246 0.2422
H 3.556 -1.427 -0.820 -1.0699 0.0426 -0.2898
H 5.560 0.961 -1.654 0.0645 0.2435 0.3081
H -5.732 -0.223 3.652 0.4169 -0.8741 -0.0891
H -3.653 -5.209 1.340 -0.0742 -0.2153 0.5959
H -3.442 0.195 4.079 -0.2539 -0.5237 0.1362
H -0.848 -0.605 -3.529 -0.4410 -1.0798 0.5161
H -2.887 -1.438 1.614 0.1191 0.3920 0.2392
H 2.363 2.770 -0.599 0.0817 0.0709 0.2046
H -3.198 -4.531 -0.129 -0.1725 0.1864 0.0290
H 8.586 -0.065 0.564 0.3632 0.1852 -0.1691
H 7.780 1.661 -1.040 -0.2578 -0.0978 0.7402
H 0.677 3.776 -1.156 -1.1781 0.7682 -0.1322
H -1.562 -3.792 -1.497 0.2299 0.8222 0.1481
H -3.404 3.475 -1.735 -0.2636 -0.3508 0.2741
H -6.174 -1.603 1.868 -0.0249 0.2790 -0.3489
H 3.405 0.384 -2.511 0.4286 0.4612 -0.2760
H -4.588 -2.778 -0.984 0.1328 0.2267 -0.0135
H -1.126 -2.998 0.048 0.0486 0.2657 0.1153
H 7.001 -0.372 1.050 -0.6342 -0.6569 0.5230
H -1.747 0.963 2.851 0.4131 -0.2931 -0.1809
H -0.983 -0.463 2.672 0.2448 -0.3812 0.4289
H -2.990 -1.493 4.014 0.3858 -0.3076 0.1627
H 1.966 -2.247 -3.329 0.1702 0.1527 0.2083
H 7.502 -0.802 -0.615 -0.1724 0.3000 0.3161
```
Forces are in eV/Å.

2S+1: 2
Expectation value of S²: 0.75
HOMO level (alpha / beta), eV: -5.72 / -7.28
Kohn-Sham gap (alpha / beta), eV: 5.234 / 6.762
Energy relative to the best compared isomer or geometry (same formula, charge and spin), eV: 0.000

=====

[4]
ORCA calculation (the ωB97M-V functional and the def2-TZVPD basis) on a molecular structure, C9H7N3O at a distorted geometry.

XYZ file:
```
20
Properties=species:S:1:pos:R:3:forces:R:3
O 0.016 -0.784 1.378 -1.2686 -1.2525 -0.1319
N -2.688 1.454 -0.103 1.4841 -1.0291 -0.3012
N -2.336 -2.233 -2.690 0.4616 -0.0252 1.2103
N 0.765 0.793 -2.917 1.9155 0.6726 -3.2154
C -0.466 0.307 -0.733 0.3789 -4.4109 1.9200
C 1.981 -0.010 0.242 -2.0454 -2.1647 -3.5142
C 0.166 0.556 -2.000 -2.1707 -0.3719 3.2402
C 0.510 0.267 0.571 -0.0381 1.7435 -0.4654
C -0.728 -1.718 0.707 1.0574 0.1574 0.2106
C -1.699 0.906 -0.378 -2.4409 2.1640 -0.3526
C 0.361 1.571 1.444 0.7797 -0.5882 -0.8817
C -1.047 -1.496 -0.571 0.6295 2.6924 -0.6625
C -1.810 -2.028 -1.676 0.4653 0.5301 0.1378
H 2.556 0.291 1.050 1.5447 1.0298 0.9525
H -0.849 -2.587 1.355 -0.4376 0.1048 -0.5314
H 0.619 1.337 2.477 0.2780 -0.1622 -0.1202
H -0.688 1.845 1.468 0.0731 0.5455 -0.1024
H 2.180 0.286 -0.851 0.4473 0.3952 2.0872
H 2.085 -1.119 0.156 -0.0532 0.6063 0.2420
H 1.070 2.363 1.072 -1.0605 -0.6370 0.2784
```
Forces are in eV/Å.

HOMO level, eV: -10.28
Kohn-Sham gap, eV: 9.773
Energy relative to the best compared isomer or geometry (same formula, charge and spin), eV: 2.565

=====

[5]
ORCA calculation (the ωB97M-V functional and the def2-TZVPD basis) on C4H7NO2 in the gas phase.

XYZ file:
```
14
Properties=species:S:1:pos:R:3:forces:R:3
O -0.433 1.333 1.270 -0.1874 0.0772 -0.0605
O 1.983 1.546 -0.150 0.0139 0.2347 0.1838
N 1.888 0.137 -0.387 -0.6007 -0.2601 -0.0464
C 0.659 -0.168 -0.367 0.4520 0.0937 -0.1035
C -1.282 -0.817 0.174 -0.1954 -0.0201 0.0391
C -0.089 -1.455 -0.599 0.0678 -0.1389 -0.0754
C -0.577 0.569 0.103 -0.1056 -0.0675 -0.2891
H -1.406 -1.231 1.178 0.1461 0.2751 -0.0810
H -0.295 -1.601 -1.664 0.0108 -0.0093 0.1523
H -1.031 1.169 -0.695 0.0894 -0.0706 -0.0499
H 2.436 1.609 0.699 0.2999 -0.0381 -0.0796
H -2.243 -0.843 -0.345 0.1039 -0.0491 0.1524
H 0.044 2.125 0.977 -0.0671 -0.2105 0.2852
H 0.345 -2.373 -0.195 -0.0278 0.1835 -0.0273
```
Forces are in eV/Å.

SMILES: O/N=C1/CC[C@H]1O
HOMO level, eV: -9.64
Kohn-Sham gap, eV: 10.401
Energy relative to the best compared isomer or geometry (same formula, charge and spin), eV: 3.530

=====

[6]
ORCA calculation (the ωB97M-V functional and the def2-TZVPD basis) on C4H10N2O in the gas phase.

XYZ file:
```
17
Properties=species:S:1:pos:R:3:forces:R:3
O 0.407 1.701 -0.511 -0.1172 0.3014 -0.0844
N 0.341 -0.690 -0.628 -0.1612 -0.0159 -0.0251
N 0.566 0.427 1.415 0.1709 0.1380 -0.0083
C -2.348 -0.455 0.228 -0.1184 -0.0231 -0.0564
C 1.769 -0.862 -0.836 0.0129 -0.0065 -0.0023
C -1.549 0.594 0.168 0.2457 0.1366 -0.1660
C -0.041 0.504 0.090 0.0064 -0.4493 0.1318
H 2.270 -0.771 0.126 0.1188 -0.0617 -0.0934
H -3.414 -0.348 0.328 -0.1849 0.0887 0.0335
H 1.935 -1.864 -1.230 0.1232 0.0152 -0.0011
H 1.351 1.782 -0.328 -0.0088 -0.0468 0.0598
H 0.358 -0.475 1.827 -0.0799 0.0335 0.0156
H -1.921 1.607 0.220 -0.1372 0.1288 0.0314
H 2.203 -0.135 -1.536 0.0202 -0.0271 0.0513
H -1.957 -1.457 0.175 0.1109 -0.1888 -0.0179
H -0.147 -0.711 -1.516 -0.0372 0.0403 0.1536
H 0.176 1.152 2.009 0.0357 -0.0632 -0.0221
```
Forces are in eV/Å.

SMILES: C=C[C@](N)(O)NC
HOMO level, eV: -9.16
Kohn-Sham gap, eV: 10.147
Energy relative to the best compared isomer or geometry (same formula, charge and spin), eV: 1.740

=====

[7]
ORCA calculation (the ωB97M-V functional and the def2-TZVPD basis) on a molecular structure, C12H25Cl2INP2Pm at a distorted geometry.

XYZ file:
```
44
Properties=species:S:1:pos:R:3:forces:R:3
Pm -0.576 -0.013 -0.281 1.2218 -0.0150 1.1619
I -1.479 0.101 -3.168 -0.4312 -0.0208 -1.8678
Cl -2.022 3.057 4.911 0.0641 0.3071 -0.0330
Cl 2.030 -0.003 -0.197 -0.9389 -0.0605 -0.1726
P 0.154 -2.681 0.176 0.6440 -0.9727 0.2507
P 0.150 2.695 -0.214 0.3752 0.9556 0.0146
N -1.095 0.170 2.329 0.0823 0.0670 0.8819
C -1.431 -3.573 0.376 -0.0125 -0.0726 -0.0056
C -1.273 1.379 2.941 -0.2725 -0.7143 -0.1269
C 0.956 -3.354 -1.332 0.0332 0.0752 -0.2263
C -1.272 -0.935 3.109 -0.4148 0.3274 0.4289
C -1.632 -0.008 -5.476 0.0461 -0.0637 -0.0759
C -1.450 3.586 -0.156 0.0550 0.1454 -0.0039
C 1.259 -3.155 1.572 0.0630 0.1425 0.1432
C -1.737 -0.867 4.439 0.3246 0.3099 -0.7724
C 0.934 3.127 -1.817 0.0788 -0.0418 -0.2096
C -1.739 1.509 4.253 0.2434 -0.2224 -0.4900
C 1.249 3.377 1.090 0.1161 -0.0886 0.1544
C -1.987 0.382 5.019 0.1207 -0.9320 -0.4690
H 1.445 4.457 0.990 -0.2447 -0.3885 -0.1211
H -2.090 -0.979 -5.702 0.1876 0.3369 0.4692
H 0.316 -3.150 -2.207 0.2223 -0.0971 0.2929
H 1.922 -2.842 -1.488 -0.4159 -0.1509 0.1406
H -1.903 -1.793 4.989 0.0959 0.2917 -0.1105
H -1.957 3.364 0.797 0.0957 0.1956 -0.3602
H 0.817 -2.819 2.529 0.3178 -0.1925 -0.4650
H 1.455 -4.238 1.637 -0.2444 0.3881 -0.1906
H 1.139 -4.437 -1.283 -0.1450 0.3116 0.1380
H -1.938 -3.214 1.286 0.0910 -0.2359 -0.3359
H -1.334 4.669 -0.261 -0.0864 -0.1457 0.0392
H -1.045 -1.924 2.681 -0.2512 0.7878 0.1026
H 2.216 2.845 1.034 -0.4732 0.1614 0.0171
H -2.066 -3.337 -0.493 0.0925 -0.1501 0.2397
H 1.105 4.207 -1.936 -0.1193 -0.2945 0.1813
H -2.264 0.834 -5.788 0.2368 -0.2483 0.5700
H -1.057 2.281 2.369 -0.1725 -0.3497 0.1026
H 2.227 -2.637 1.438 -0.5023 -0.1676 0.0386
H -2.079 3.216 -0.981 0.1128 0.1726 0.2173
H 0.810 3.188 2.087 0.2791 0.1206 -0.4546
H -1.307 -4.658 0.435 -0.0531 0.1241 0.0071
H 1.903 2.605 -1.896 -0.3988 0.1744 0.1126
H -0.606 0.075 -5.850 -0.2884 -0.0173 0.4855
H 0.294 2.782 -2.648 0.2327 0.1720 0.3462
H -2.364 0.457 6.031 0.0329 0.0756 -0.0455
```
Forces are in eV/Å.

Total charge: +2
2S+1: 5
Expectation value of S²: 6.01
HOMO level (alpha / beta), eV: -14.82 / -14.83
Kohn-Sham gap (alpha / beta), eV: 7.430 / 7.540

=====

[8]
ORCA calculation (the ωB97M-V functional and the def2-TZVPD basis) on 2 unconnected molecules or ions with the total composition C26H25N2O2 at a distorted geometry.

XYZ file:
```
55
Properties=species:S:1:pos:R:3:forces:R:3
O 4.320 3.802 -1.510 -1.5657 0.1419 0.0087
O 5.461 -0.051 3.744 -2.4652 1.0423 0.0424
N -1.182 3.088 -1.067 -0.2428 0.5267 -0.1949
N -2.101 -1.665 3.701 1.4467 0.7100 -0.0023
C 2.930 3.620 -1.393 0.4363 -0.0474 0.0081
C 3.632 1.395 4.269 0.5520 -0.1272 0.1078
C -3.093 -0.679 3.563 0.0003 0.9110 -0.2478
C -5.209 0.401 3.406 0.0448 0.2391 -0.0148
C 0.736 4.610 -1.783 -0.5131 -0.3868 0.2049
C -1.027 0.306 3.436 0.9171 1.4631 -0.1903
C -0.002 1.279 3.528 -0.6114 -1.6447 0.1876
C 5.885 -1.174 3.011 0.3725 -0.5512 -0.3241
C 5.087 2.715 -1.054 0.1149 -0.0257 -0.0381
C 0.944 2.392 -0.801 0.0772 0.5302 -0.2283
C -4.486 -0.751 3.592 0.5718 -0.7511 0.1084
C 4.111 0.258 3.597 1.1317 -0.0685 0.3582
C 0.144 3.454 -1.257 0.2014 -0.2988 0.1183
C 2.100 4.679 -1.841 0.7348 -0.0932 0.0214
C 1.383 0.975 3.490 0.2424 -0.1317 -0.2585
C -2.447 0.557 3.375 -0.5280 -0.0834 0.1451
C -4.569 1.626 3.193 -0.1033 0.0034 -0.0142
C -3.197 1.721 3.180 0.3508 -0.4707 -0.0013
C -2.316 -3.063 4.055 0.1483 -0.1173 0.0164
C -1.211 1.832 -0.507 0.2734 -0.2298 0.1549
C -0.874 -1.074 3.618 -1.5589 -0.6575 0.2370
C 3.203 -0.480 2.824 0.7379 -0.3369 -0.0756
C 1.882 -0.138 2.774 -0.3259 0.5169 0.3430
C 2.317 1.761 4.202 -0.2442 -0.2119 -0.2944
C 0.068 1.377 -0.332 -0.3490 -0.0477 0.1618
C 2.342 2.480 -0.874 0.3058 0.3347 -0.1066
H 5.759 -0.984 1.945 0.0478 -0.1564 -0.0939
H 4.331 1.966 4.853 0.1749 0.1697 0.1217
H -2.110 1.296 -0.248 -0.2129 0.3064 -0.1709
H 2.581 5.556 -2.237 0.0901 0.1742 -0.0913
H -4.971 -1.695 3.764 -0.2515 -0.1798 -0.0108
H -1.863 -3.260 5.024 -0.0487 -0.0257 0.0649
H -1.981 3.675 -1.321 0.5794 -0.6383 0.2481
H 0.053 -1.590 3.792 -0.1167 -0.3824 0.0940
H -1.853 -3.712 3.314 -0.0668 0.0210 -0.0479
H -5.162 2.508 3.031 -0.1323 0.1727 0.0051
H 1.211 -0.694 2.145 -0.0634 -0.1015 -0.2139
H 0.115 5.417 -2.126 -0.0194 0.3150 -0.1488
H -2.702 2.660 3.002 0.0420 0.2327 -0.0258
H 3.548 -1.323 2.254 -0.0008 -0.1357 -0.1426
H 5.316 -2.055 3.314 0.0665 -0.1177 -0.0763
H 4.847 1.825 -1.638 0.0691 -0.1992 0.0690
H 6.942 -1.349 3.219 -0.1843 0.2069 0.0921
H -0.301 2.285 3.775 -0.0706 0.2673 -0.0822
H -6.286 0.361 3.427 -0.0979 -0.0229 -0.0093
H 1.967 2.628 4.735 0.0044 0.2187 0.1258
H -3.378 -3.288 4.112 0.0505 0.1419 -0.0670
H 0.360 0.428 0.084 -0.0988 -0.0981 -0.0304
H 4.889 2.542 0.005 0.0651 -0.1835 0.1305
H 2.930 1.659 -0.521 0.2104 -0.3097 0.1038
H 6.145 2.946 -1.182 -0.1888 0.1864 -0.0764
```
Forces are in eV/Å.

Total charge: +1
HOMO level, eV: -9.95
Kohn-Sham gap, eV: 5.036
Energy relative to the best compared isomer or geometry (same formula, charge and spin), eV: 0.589